A 18-piece molecular cluster, C8H52N2O21P overall in a non-equilibrium geometry. Source: OMol25; level of theory: the ωB97M-V functional and the def2-TZVPD basis.

Values from the calculation:
Kohn-Sham gap   9.7 eV
Strongest force on any atom   2.6 eV/Å
Lowest unoccupied orbital energy   -0.0977 Eh
Total charge   +1
2S+1   1
Energy   -2366.7940 Eh
E_HOMO   -12.3366 eV

CARTESIAN COORDINATES (ANGSTROEM)
N (1.020, -1.463, 1.279)
C (1.335, -0.753, 2.446)
O (0.898, -1.163, 3.482)
C (2.165, 0.529, 2.497)
C (1.762, 1.621, 1.494)
C (0.480, 2.381, 1.878)
C (-0.714, 1.606, 2.518)
C (-1.766, 1.299, 1.384)
C (-0.885, 1.537, 0.139)
C (-1.531, 1.539, -1.249)
P (-1.857, -0.216, -1.694)
O (-1.983, -1.094, -0.537)
O (-0.642, -0.739, -2.615)
O (-3.184, -0.216, -2.621)
N (-0.151, 2.757, 0.547)
H (1.494, -1.095, 0.457)
H (0.013, -1.477, 1.119)
H (2.156, 0.889, 3.526)
H (3.207, 0.239, 2.290)
H (2.577, 2.356, 1.482)
H (1.746, 1.184, 0.488)
H (0.619, 3.220, 2.580)
H (-0.508, 0.817, 3.233)
H (-1.254, 2.343, 3.129)
H (-2.520, 2.100, 1.342)
H (-2.254, 0.337, 1.488)
H (-0.290, 0.617, 0.127)
H (-2.436, 2.150, -1.285)
H (-0.858, 1.915, -2.028)
H (-0.276, -1.543, -2.209)
H (-3.035, 0.496, -3.272)
H (-0.872, 3.440, 0.807)
H (0.486, 3.194, -0.121)
O (-2.438, -0.360, 3.771)
H (-1.880, -0.881, 4.359)
H (-3.161, -0.964, 3.543)
O (-1.671, 4.081, -2.652)
H (-2.386, 3.732, -3.199)
H (-0.966, 4.274, -3.287)
O (3.566, -1.936, 5.123)
H (3.856, -1.017, 5.056)
H (2.818, -1.988, 4.514)
O (-4.245, -1.175, -5.223)
H (-4.139, -0.973, -4.285)
H (-3.877, -2.064, -5.315)
O (-4.377, -2.566, 3.391)
H (-5.319, -2.767, 3.402)
H (-3.990, -3.267, 2.855)
O (2.401, 0.246, -2.789)
H (1.469, 0.002, -2.819)
H (2.841, -0.413, -3.338)
O (2.144, 0.387, 6.186)
H (1.685, 0.582, 7.011)
H (1.568, -0.247, 5.740)
O (-1.765, -0.188, -6.782)
H (-2.328, -0.355, -6.017)
H (-1.982, -0.908, -7.387)
O (4.179, -4.435, 3.797)
H (3.426, -4.757, 3.289)
H (3.922, -3.532, 4.045)
O (4.584, -7.610, 4.127)
H (4.064, -7.605, 4.937)
H (4.816, -6.684, 3.994)
O (-0.207, 4.555, -5.330)
H (-0.919, 4.200, -5.877)
H (0.498, 4.747, -5.959)
O (3.712, -2.405, 2.078)
H (2.768, -2.605, 2.047)
H (4.122, -3.128, 1.588)
O (6.303, -1.429, 3.705)
H (6.810, -1.858, 4.403)
H (5.597, -2.058, 3.508)
O (-3.849, 5.026, -4.136)
H (-3.294, 5.813, -4.174)
H (-4.749, 5.369, -4.155)
O (-1.090, -0.295, -9.782)
H (-0.987, -0.096, -8.845)
H (-0.720, -1.179, -9.882)
O (-5.211, -3.713, -6.760)
H (-5.964, -4.030, -7.269)
H (-5.502, -2.858, -6.420)
O (2.000, 3.389, 4.150)
H (2.253, 3.093, 5.034)
H (2.672, 4.043, 3.924)